Arrangement w

The following is a DFT calculation (ωB97M-V/def2-TZVPD) of a cluster of 2 separate species, C6H14O in total.

Last column: Mulliken charge in e.
Geometry (Å):
1 C -1.35535 -1.48457 -1.66042  -1.082
2 C -0.14608 -0.56423 -1.24882  -0.658
3 C 0.44043 -0.34625 0.00969  0.937
4 C -0.09012 -0.59222 1.33664  -1.186
5 C 1.66512 0.59248 -0.03413  -0.413
6 C 3.12888 0.08263 0.45561  -1.051
7 H -0.92717 -2.34392 -2.10642  0.313
8 H -2.11517 -1.74749 -0.80702  0.279
9 H -1.90668 -1.02131 -2.61576  0.262
10 H 0.36033 -0.13981 -2.06977  0.270
11 H -0.88806 -1.26963 1.22813  0.345
12 H -0.61519 0.23079 1.83168  0.299
13 H 0.62671 -1.15454 2.03308  0.279
14 H 1.23730 1.43443 0.57916  0.274
15 H 1.91581 0.65816 -1.16077  0.242
16 H 3.93897 0.73167 0.45709  0.368
17 H 3.52670 -0.83694 -0.06554  0.266
18 H 2.84162 -0.22690 1.46705  0.258
19 O -3.87468 2.51257 1.12440  -0.644
20 H -4.63974 2.96302 0.78074  0.314
21 H -3.12363 2.52205 0.46541  0.329

- E_HOMO (eV) = -8.62
- LUMO energy (eV) = 0.7
- Kohn-Sham gap (eV) = 9.32
- charge = 0
- SMILES = C/C=C(\C)CC.O

---

Arrangement x

The following is a DFT calculation (ωB97M-V/def2-TZVPD) of a cluster of 2 separate species, C6H14O in total.

Last column: Mulliken charge in e.
Geometry (Å):
1 C -3.32325 -0.03473 0.22125  -0.975
2 C -2.10374 0.71493 -0.26193  -0.382
3 C -0.83300 0.47032 0.57103  -0.600
4 C 0.40804 0.38816 -0.31409  -0.673
5 C 1.65365 -0.12504 0.39810  -0.572
6 C 2.76709 -0.40726 -0.59342  -0.533
7 O 3.89497 -0.88007 0.11505  -0.502
8 H -3.26740 -1.92009 0.48576  0.165
9 H -4.26752 0.50444 0.30214  0.268
10 H -3.26389 -0.64360 1.04568  0.243
11 H -1.89116 0.48678 -1.31197  0.378
12 H -2.32896 1.79980 -0.26354  0.339
13 H -0.70147 1.24874 1.33814  0.284
14 H -0.95305 -0.47562 1.11337  0.320
15 H 0.61254 1.36818 -0.77172  0.288
16 H 0.17365 -0.29244 -1.14511  0.400
17 H 2.00971 0.59435 1.14611  0.304
18 H 1.41969 -1.05395 0.93411  0.321
19 H 2.41366 -1.15334 -1.32527  0.310
20 H 3.00250 0.51227 -1.15548  0.311
21 H 4.57793 -1.10185 -0.52819  0.307

- E_HOMO (spin up / spin down) (eV) = -8.78 / -9.00
- LUMO energy (spin up / spin down) (eV) = 0.0 / 0.1
- Kohn-Sham gap (spin up / spin down) (eV) = 8.75 / 9.12
- charge = 0

---

arrangement w is preferred energetically. Next in line: 56.3 kcal/mol higher.

---

Arrangement w

The following is a DFT calculation (ωB97M-V/def2-TZVPD) of an isolated molecule of C6H14O.

Last column: Mulliken charge in e.
Geometry (Å):
1 C -2.35797 -1.51361 0.71020  -1.118
2 C -0.96798 -1.32756 1.26013  -0.506
3 C -0.06469 -0.71580 0.18719  -0.515
4 C -0.27643 0.78131 -0.12814  -0.528
5 C 1.05783 1.59203 -0.08016  -0.779
6 C 2.23827 0.96083 -0.82980  -0.576
7 O 1.73199 0.28169 -2.01926  -0.469
8 H -2.40948 -2.50702 0.25418  0.339
9 H -2.50241 -0.87862 -0.17567  0.276
10 H -3.17433 -1.30812 1.41420  0.298
11 H -0.90850 -0.65798 2.13668  0.331
12 H -0.62364 -2.33239 1.48548  0.319
13 H -0.15255 -1.20175 -0.79406  0.287
14 H 0.97226 -0.92193 0.51138  0.224
15 H -1.01465 1.32416 0.48458  0.440
16 H -0.70085 0.94624 -1.12623  0.329
17 H 1.30365 1.94478 0.95447  0.330
18 H 0.87689 2.57119 -0.55886  0.367
19 H 2.94413 1.76625 -1.02354  0.319
20 H 2.66711 0.10806 -0.25350  0.324
21 H 1.36138 1.08824 -2.40926  0.308

- E_HOMO (eV) = -10.38
- LUMO energy (eV) = 1.0
- Kohn-Sham gap (eV) = 11.35
- charge = 0
- SMILES = CCCCCCO

---

Arrangement x

The following is a DFT calculation (ωB97M-V/def2-TZVPD) of an isolated molecule of C6H14O.

Last column: Mulliken charge in e.
Geometry (Å):
1 C -1.18377 1.16122 -1.18241  -1.429
2 C -0.19062 1.37181 -0.05873  0.370
3 C 1.22092 1.92209 -0.74570  -1.456
4 C 0.11945 0.11485 0.79132  -0.725
5 C -0.18445 -1.31247 0.31578  0.484
6 C 0.40095 -2.34873 1.27930  -1.431
7 O -1.58231 -1.55371 0.14938  -0.537
8 H -1.21938 2.07986 -1.76898  0.451
9 H -2.18618 0.89279 -0.83616  0.315
10 H -0.83766 0.34687 -1.83107  0.265
11 H -0.50111 2.15959 0.63595  0.292
12 H 1.06519 2.96660 -1.02426  0.408
13 H 1.50955 1.38199 -1.67168  0.315
14 H 2.15727 1.92714 -0.13295  0.405
15 H 0.00677 0.22090 1.88503  0.406
16 H 1.12642 0.39840 0.49140  0.218
17 H 0.31239 -1.42944 -0.65875  0.215
18 H -0.10168 -2.29218 2.25161  0.331
19 H 1.47350 -2.18971 1.42891  0.343
20 H 0.26341 -3.36859 0.89374  0.422
21 H -1.66865 -2.44929 -0.21172  0.337

- E_HOMO (eV) = -10.07
- LUMO energy (eV) = 0.9
- Kohn-Sham gap (eV) = 11.01
- charge = 0
- SMILES = CC(C)C[C@@H](C)O

---

arrangement w is preferred energetically. Next in line: 8.4 kcal/mol higher.

---

Arrangement w

The following is a DFT calculation (ωB97M-V/def2-TZVPD) of a cluster of 2 separate species, C6H14O in total.

Last column: Mulliken charge in e.
Geometry (Å):
1 C 1.95270 0.50364 0.64015  -1.019
2 C 0.99964 -0.39573 0.46163  0.479
3 C 0.83494 -1.62516 1.31010  -0.305
4 C 1.99567 -1.96772 2.27342  -1.349
5 C 0.05983 -0.32709 -0.73475  -0.570
6 C -0.64684 1.03423 -0.89173  -1.185
7 H 2.59161 0.48640 1.51834  0.306
8 H 1.98681 1.32431 -0.06725  0.261
9 H 0.57762 -2.45603 0.63604  0.382
10 H -0.10355 -1.54313 1.88587  0.292
11 H 2.91588 -1.59014 1.84709  0.396
12 H 2.04494 -3.04499 2.40155  0.339
13 H 1.77028 -1.48001 3.21857  0.294
14 H -0.72151 -1.05344 -0.59581  0.328
15 H 0.64233 -0.59696 -1.62360  0.319
16 H -0.80362 1.49883 0.07098  0.384
17 H -1.59179 0.82094 -1.39260  0.335
18 H -0.17088 1.79084 -1.52351  0.314
19 O -4.98616 2.53076 -3.15622  -0.641
20 H -4.70493 3.07666 -3.89763  0.320
21 H -4.64297 3.01379 -2.38062  0.321

- E_HOMO (eV) = -9.18
- LUMO energy (eV) = 0.8
- Kohn-Sham gap (eV) = 10.00
- charge = 0
- SMILES = C=C(CC)CC.O

---

Arrangement x

The following is a DFT calculation (ωB97M-V/def2-TZVPD) of an isolated molecule of C6H14O.

Last column: Mulliken charge in e.
Geometry (Å):
1 C 2.27262 -1.36181 -0.13418  -0.656
2 O 1.33812 -0.78885 -1.02040  -0.324
3 C 0.81152 0.46884 -0.65119  -1.034
4 C -0.57925 0.36202 0.00402  2.159
5 C -1.07023 1.75940 0.39551  -1.799
6 C -1.55184 -0.25754 -1.00513  -1.699
7 C -0.51459 -0.51418 1.25915  -1.765
8 H 1.81631 -1.63379 0.82184  0.278
9 H 3.13173 -0.70260 0.06220  0.292
10 H 2.63405 -2.26829 -0.62217  0.231
11 H 0.71572 1.05316 -1.57739  0.389
12 H 1.51899 1.00975 -0.00368  0.423
13 H -0.39296 2.23400 1.11702  0.416
14 H -2.05940 1.68021 0.86367  0.399
15 H -1.16041 2.42327 -0.47397  0.392
16 H -1.15166 -1.19479 -1.40333  0.366
17 H -1.73362 0.42368 -1.84583  0.386
18 H -2.51502 -0.46622 -0.52528  0.402
19 H 0.05616 -1.42624 1.07135  0.381
20 H -1.51771 -0.81969 1.57116  0.391
21 H -0.04853 0.01970 2.09665  0.373

- E_HOMO (eV) = -9.61
- LUMO energy (eV) = 0.9
- Kohn-Sham gap (eV) = 10.53
- charge = 0
- SMILES = COCC(C)(C)C

---

Arrangement y

The following is a DFT calculation (ωB97M-V/def2-TZVPD) of an isolated molecule of C6H14O.

Last column: Mulliken charge in e.
Geometry (Å):
1 C 1.13376 -1.86717 -2.68295  -1.208
2 C 0.86355 -0.57080 -1.91765  -0.361
3 C 0.01284 -0.75891 -0.66136  -0.631
4 C -0.13554 0.53833 0.13293  -0.645
5 C -0.78370 0.36042 1.50396  -0.557
6 C -0.77315 1.65072 2.30430  -0.519
7 O -1.35356 1.39886 3.56977  -0.502
8 H 2.01217 -1.76917 -3.32887  0.350
9 H 0.28608 -2.14958 -3.31569  0.298
10 H 1.32356 -2.69958 -1.99524  0.324
11 H 1.81838 -0.11858 -1.61801  0.318
12 H 0.38027 0.15764 -2.58301  0.284
13 H -0.97755 -1.15597 -0.92648  0.277
14 H 0.48708 -1.51876 -0.02304  0.355
15 H -0.71013 1.26645 -0.45791  0.322
16 H 0.86410 0.97766 0.26924  0.356
17 H -1.81923 0.01139 1.40471  0.292
18 H -0.24513 -0.40475 2.07832  0.314
19 H 0.26648 2.00458 2.40797  0.315
20 H -1.32989 2.43110 1.75873  0.315
21 H -1.32038 2.21614 4.08028  0.305

- E_HOMO (eV) = -10.30
- LUMO energy (eV) = 1.0
- Kohn-Sham gap (eV) = 11.31
- charge = 0
- SMILES = CCCCCCO

---

arrangement y is preferred energetically. Next in line: 8.5 kcal/mol higher.

---

Arrangement w

The following is a DFT calculation (ωB97M-V/def2-TZVPD) of a cluster of 2 separate species, C6H14O in total.

Last column: Mulliken charge in e.
Geometry (Å):
1 C 0.33848 -2.75750 1.42001  -1.389
2 C -0.17702 -2.20447 -0.55486  -0.403
3 C -0.76917 -0.91119 -0.64440  -0.641
4 C 0.04192 0.33363 -0.88194  -0.586
5 C -0.38335 1.51875 -0.01086  -0.461
6 C 0.37517 2.79157 -0.34079  -0.498
7 O -0.08882 3.81567 0.51947  -0.500
8 H 0.70235 -3.75823 1.17189  0.408
9 H -0.50799 -2.82864 2.11307  0.350
10 H 1.14779 -2.15757 1.85057  0.339
11 H 0.85450 -2.34028 -0.87220  0.290
12 H -0.80800 -3.08126 -0.66879  0.311
13 H -1.85285 -0.84993 -0.61513  0.403
14 H -0.32796 -1.62174 0.55424  0.252
15 H -0.01360 0.63996 -1.94105  0.350
16 H 1.10549 0.11460 -0.69754  0.304
17 H -1.45593 1.71160 -0.14212  0.296
18 H -0.23410 1.28012 1.04962  0.263
19 H 1.45846 2.62448 -0.21297  0.303
20 H 0.20800 3.05461 -1.39897  0.305
21 H 0.38663 4.62582 0.30275  0.303

- E_HOMO (eV) = -6.65
- LUMO energy (eV) = 1.0
- Kohn-Sham gap (eV) = 7.65
- charge = 0

---

Arrangement x

The following is a DFT calculation (ωB97M-V/def2-TZVPD) of a structure of composition C6H14O.

Last column: Mulliken charge in e.
Geometry (Å):
1 C -1.00882 0.01098 -0.59740  0.100
2 C 1.27386 0.29719 0.56511  0.434
3 C -0.63441 0.50548 0.68495  -0.829
4 C 1.92317 0.57407 -0.77654  -1.372
5 C 1.65303 -1.05285 1.13568  -1.313
6 C -2.89489 0.35974 -0.29428  -1.125
7 O -0.87623 -1.33565 -0.82309  -0.544
8 H -0.37916 -1.47138 -1.64165  0.352
9 H -0.76920 0.63203 -1.45846  0.281
10 H 1.54929 1.08698 1.27007  0.322
11 H -0.75258 1.57640 0.80994  0.325
12 H -0.90350 -0.11523 1.53534  0.391
13 H 1.70939 -0.21710 -1.50396  0.238
14 H 3.01815 0.62196 -0.68785  0.436
15 H 1.59661 1.52992 -1.19768  0.322
16 H 2.74399 -1.16187 1.22238  0.409
17 H 1.24109 -1.19407 2.13930  0.344
18 H 1.30065 -1.87425 0.50389  0.242
19 H -3.41301 -0.51147 -0.69626  0.345
20 H -3.29320 0.49302 0.71229  0.333
21 H -3.08423 1.24611 -0.90178  0.310

- E_HOMO (eV) = -7.93
- LUMO energy (eV) = 0.8
- Kohn-Sham gap (eV) = 8.76
- charge = 0

---

Arrangement y

The following is a DFT calculation (ωB97M-V/def2-TZVPD) of a cluster of 2 separate species, C6H14O in total.

Last column: Mulliken charge in e.
Geometry (Å):
1 C -2.66035 0.36047 0.10902  -1.256
2 C -1.70077 -0.59198 0.08872  0.799
3 C -1.48041 -0.97241 1.49778  -0.254
4 C -0.01993 -1.52426 1.56773  -1.165
5 C -0.90333 -0.97672 -1.17730  -0.649
6 C -0.20485 0.21848 -1.81534  -1.265
7 H -3.29147 0.60533 0.92195  0.313
8 H -3.27678 0.73696 -0.73048  0.267
9 H -2.15008 -1.85442 1.89352  0.180
10 H -1.70878 -0.03440 2.09802  0.330
11 H 0.59415 -1.15151 2.45922  0.312
12 H 0.80561 -1.11632 0.75592  0.225
13 H 0.06027 -2.57098 1.30871  0.380
14 H -1.55297 -1.39424 -1.99828  0.285
15 H -0.24374 -1.74920 -0.93272  0.374
16 H 0.42406 0.00877 -2.62797  0.470
17 H 0.58260 0.63279 -1.29530  0.378
18 H -0.86108 1.07540 -2.11208  0.275
19 O 5.29600 2.71220 -0.23748  -0.625
20 H 5.63880 3.40010 0.26787  0.306
21 H 4.42930 2.63272 0.26788  0.319

- E_HOMO (eV) = -8.95
- LUMO energy (eV) = 0.7
- Kohn-Sham gap (eV) = 9.66
- charge = 0
- SMILES = C=C(CC)CC.O

---

arrangement x is preferred energetically. Next in line: 2.7 kcal/mol higher.

---

Arrangement w

The following is a DFT calculation (ωB97M-V/def2-TZVPD) of an isolated molecule of C6H14O.

Last column: Mulliken charge in e.
Geometry (Å):
1 C 2.21721 2.53219 -0.23087  -1.252
2 C 1.89101 1.04752 -0.37276  -0.337
3 C 0.40196 0.74933 -0.21783  -0.642
4 C 0.04271 -0.73067 -0.37907  -0.657
5 C -1.46258 -0.93859 -0.15731  -0.295
6 C -1.98668 -2.27419 0.34584  -0.581
7 O -2.37493 -1.93918 1.76180  -0.587
8 H 3.29102 2.72063 -0.33789  0.368
9 H 1.90308 2.91289 0.74806  0.316
10 H 1.69765 3.12013 -0.99667  0.309
11 H 2.23286 0.69085 -1.35263  0.312
12 H 2.45492 0.47163 0.37298  0.305
13 H 0.06406 1.08466 0.77220  0.316
14 H -0.16545 1.34364 -0.94965  0.305
15 H 0.59758 -1.31235 0.37063  0.329
16 H 0.40734 -1.07545 -1.36244  0.325
17 H -1.78171 -0.56539 0.85926  0.245
18 H -2.05950 -0.48149 -0.96244  0.368
19 H -2.85369 -2.66280 -0.19757  0.272
20 H -1.22001 -3.04914 0.45314  0.272
21 H -3.29685 -1.64424 1.83322  0.308

- E_HOMO (eV) = -10.21
- LUMO energy (eV) = 1.0
- Kohn-Sham gap (eV) = 11.26
- charge = 0
- SMILES = CCCCCCO

---

Arrangement x

The following is a DFT calculation (ωB97M-V/def2-TZVPD) of a cluster of 2 separate species, C6H14O in total.

Last column: Mulliken charge in e.
Geometry (Å):
1 C -0.79581 -0.43099 -1.34793  -1.211
2 C 0.02525 0.30242 -0.50157  0.850
3 C -0.21257 1.75552 -0.34127  -1.148
4 C 1.32843 -0.40715 -0.09454  -0.551
5 C 2.33715 0.12095 0.92990  -0.928
6 C 1.56718 0.38318 2.34800  -0.897
7 H -1.70334 -0.15927 -1.76054  0.431
8 H -0.27673 -1.30092 -1.81833  0.219
9 H -1.38048 1.83000 -0.14784  0.265
10 H 0.32385 2.15959 0.45373  0.387
11 H 0.07778 2.12807 -1.33432  0.279
12 H 1.93283 -0.53385 -1.02562  0.344
13 H 1.19727 -1.47843 0.28309  0.298
14 H 2.86358 1.09911 0.62093  0.338
15 H 3.00986 -0.61026 1.09292  0.459
16 H 2.36118 0.98409 2.92881  0.243
17 H 1.53391 -0.69441 2.68846  0.302
18 H 0.60806 0.97003 2.17512  0.322
19 O -4.74839 -2.24696 -2.01089  -0.621
20 H -5.21082 -2.52760 -1.19142  0.321
21 H -4.83818 -1.34311 -1.94667  0.299

- E_HOMO (eV) = -8.61
- LUMO energy (eV) = 0.9
- Kohn-Sham gap (eV) = 9.49
- charge = 0
- SMILES = C=C(C)CCC.O

---

arrangement w is preferred energetically. Next in line: 34.8 kcal/mol higher.